Record 1
{"formula": "C52H43BrIN11O6Sr", "method": "wB97M-V/def2-TZVPD", "homo_energy_ev": -2.92, "gap_ev": 6.63, "total_charge": -2, "symbols": ["Sr", "O", "C", "O", "C", "C", "C", "C", "C", "C", "N", "C", "C", "C", "C", "C", "C", "N", "H", "H", "H", "H", "H", "H", "H", "H", "H", "H", "C", "C", "C", "O", "C", "C", "O", "C", "O", "C", "C", "C", "C", "C", "C", "C", "C", "C", "C", "C", "C", "C", "O", "C", "C", "C", "C", "C", "C", "C", "C", "C", "C", "C", "C", "H", "H", "H", "H", "H", "H", "H", "H", "H", "H", "H", "H", "H", "H", "H", "H", "H", "H", "H", "H", "H", "H", "H", "H", "H", "H", "H", "H", "N", "C", "N", "N", "N", "N", "C", "N", "N", "N", "N", "H", "Br", "C", "C", "C", "C", "C", "C", "I", "H", "H", "H", "H"], "xyz": [[-0.18, -0.61, 0.68], [0.76, -2.18, 10.16], [0.33, -0.93, 9.79], [-0.34, -0.30, 10.56], [0.64, -0.55, 8.40], [-0.15, 0.41, 7.77], [0.07, 0.79, 6.46], [1.14, 0.25, 5.70], [1.97, -0.68, 6.39], [1.72, -1.08, 7.67], [1.46, 0.54, 4.43], [0.75, 1.61, 3.85], [1.50, 2.12, 2.63], [2.08, 3.38, 2.68], [2.84, 3.82, 1.61], [3.01, 2.98, 0.52], [2.38, 1.74, 0.54], [1.64, 1.33, 1.57], [1.11, -2.62, 9.37], [-0.98, 0.84, 8.32], [-0.62, 1.51, 6.03], [2.83, -1.08, 5.85], [2.41, -1.77, 8.14], [0.58, 2.46, 4.52], [1.93, 4.00, 3.56], [3.30, 4.80, 1.63], [3.60, 3.27, -0.34], [2.47, 1.04, -0.28], [-0.76, 0.74, -5.94], [-0.53, 1.43, -4.61], [-0.25, 2.91, -4.80], [0.58, 0.83, -3.98], [0.30, 0.52, -2.61], [-1.26, 0.66, -2.50], [-1.65, 1.18, -3.78], [-1.87, 1.54, -1.33], [-1.37, 1.10, -0.15], [-3.40, 1.37, -1.29], [-4.04, 1.91, -0.16], [-5.40, 1.78, 0.01], [-6.16, 1.10, -0.94], [-5.54, 0.57, -2.05], [-4.17, 0.71, -2.23], [-1.55, 3.03, -1.54], [-2.34, 3.85, -2.34], [-2.04, 5.20, -2.48], [-0.94, 5.74, -1.83], [-0.16, 4.93, -1.02], [-0.48, 3.59, -0.86], [1.01, -0.90, -2.36], [1.18, -1.14, -1.03], [0.15, -1.99, -3.02], [-0.61, -2.85, -2.23], [-1.44, -3.81, -2.82], [-1.51, -3.92, -4.19], [-0.74, -3.08, -4.99], [0.08, -2.13, -4.40], [2.43, -0.87, -2.96], [3.06, -2.09, -3.22], [4.40, -2.14, -3.58], [5.14, -0.97, -3.68], [4.52, 0.25, -3.43], [3.18, 0.29, -3.08], [0.16, 0.73, -6.53], [-1.53, 1.27, -6.51], [-1.10, -0.29, -5.77], [0.58, 3.02, -5.50], [0.03, 3.37, -3.86], [-1.12, 3.42, -5.20], [0.77, 1.25, -1.94], [-1.70, -0.34, -2.39], [-3.43, 2.41, 0.59], [-5.87, 2.19, 0.90], [-7.23, 0.98, -0.79], [-6.12, 0.03, -2.79], [-3.71, 0.29, -3.12], [-3.20, 3.43, -2.86], [-2.67, 5.83, -3.11], [-0.71, 6.79, -1.95], [0.69, 5.34, -0.49], [0.08, 2.95, -0.19], [-0.59, -2.84, -1.14], [-2.03, -4.44, -2.16], [-2.15, -4.66, -4.65], [-0.77, -3.17, -6.07], [0.69, -1.48, -5.02], [2.50, -3.01, -3.13], [4.87, -3.10, -3.76], [6.19, -1.00, -3.96], [5.08, 1.17, -3.51], [2.72, 1.25, -2.90], [-3.34, -0.49, 2.24], [-2.42, 0.37, 2.77], [-2.76, 1.62, 3.17], [-1.65, 2.16, 3.61], [-0.70, 1.28, 3.49], [-1.14, 0.12, 3.00], [-3.14, -1.75, 1.64], [-4.17, -2.53, 1.35], [-3.59, -3.64, 0.85], [-2.31, -3.53, 0.88], [-1.97, -2.32, 1.38], [-4.23, -0.08, 2.04], [3.32, -4.88, 4.37], [3.07, -4.79, 2.48], [3.38, -5.95, 1.77], [3.23, -5.97, 0.40], [2.77, -4.84, -0.26], [2.47, -3.69, 0.45], [2.61, -3.65, 1.84], [2.14, -1.90, 2.86], [3.73, -6.82, 2.31], [3.46, -6.88, -0.15], [2.64, -4.84, -1.33], [2.11, -2.81, -0.08]], "mulliken_charge": [2.07, -0.51, 0.76, -0.62, 0.61, -1.32, -0.19, 0.69, -0.48, -0.98, -0.58, -0.34, -0.26, -0.75, -0.78, -0.87, -0.83, 0.58, 0.31, 0.38, 0.36, 0.49, 0.31, 0.69, 0.48, 0.40, 0.51, 0.77, -1.97, 1.34, -1.85, -0.21, -0.40, -1.43, -0.34, 1.80, -0.65, -0.20, -0.62, -0.59, -0.60, -0.84, -0.27, -0.58, 0.15, -0.79, -0.70, -0.71, 0.36, 2.80, -0.33, -0.51, -0.33, -0.92, -0.60, -0.95, -0.49, 0.00, -0.47, -0.92, -0.59, -1.18, -0.11, 0.29, 0.45, 0.50, 0.44, 0.30, 0.35, -0.11, 1.34, 0.48, 0.42, 0.37, 0.40, 0.44, 0.45, 0.37, 0.37, 0.46, -0.25, 0.26, 0.51, 0.38, 0.42, 0.81, 0.41, 0.40, 0.38, 0.41, 0.38, 0.00, 0.68, -0.67, -0.84, 1.92, -0.86, 0.39, -0.56, -0.71, -0.57, 0.47, 0.22, -0.24, 0.13, -0.49, -0.63, -0.73, 0.30, -0.24, 0.43, 0.36, 0.35, 0.38, 0.24]}

---

Record 2
{"formula": "C15H33BrNO6PS", "method": "wB97M-V/def2-TZVPD", "smiles": "CCP(CC)[C@H]1OS(=O)(=O)O[C@H]1CCCBr.COCCNCCOC", "homo_energy_ev": -8.39, "gap_ev": 8.89, "total_charge": 0, "symbols": ["C", "C", "P", "C", "C", "C", "O", "S", "O", "O", "O", "C", "C", "C", "C", "Br", "H", "H", "H", "H", "H", "H", "H", "H", "H", "H", "H", "H", "H", "H", "H", "H", "H", "H", "C", "O", "C", "C", "N", "C", "C", "O", "C", "H", "H", "H", "H", "H", "H", "H", "H", "H", "H", "H", "H", "H", "H", "H"], "xyz": [[3.89, -2.30, 2.09], [3.63, -3.71, 1.44], [2.67, -3.40, -0.13], [3.06, -4.65, -1.47], [4.51, -4.29, -1.98], [0.81, -3.28, 0.19], [0.49, -2.91, 1.56], [-0.81, -1.88, 1.54], [-2.08, -2.54, 1.88], [-0.48, -0.61, 2.22], [-0.89, -1.57, -0.10], [0.38, -2.01, -0.63], [1.27, -0.73, -0.53], [2.19, -0.51, -1.79], [3.54, 0.08, -1.29], [4.17, 1.40, -2.64], [4.67, -2.35, 2.86], [4.22, -1.62, 1.29], [2.94, -1.94, 2.53], [4.62, -4.12, 1.15], [3.13, -4.36, 2.17], [2.36, -4.46, -2.31], [3.05, -5.70, -1.15], [5.22, -4.89, -1.40], [4.71, -3.23, -1.72], [4.61, -4.43, -3.07], [0.16, -4.15, -0.01], [0.32, -2.41, -1.66], [0.63, 0.16, -0.48], [1.85, -0.73, 0.41], [1.75, 0.23, -2.48], [2.40, -1.47, -2.28], [4.32, -0.69, -1.16], [3.45, 0.59, -0.31], [-5.28, 4.01, -1.67], [-4.96, 4.58, -0.41], [-5.46, 3.82, 0.69], [-4.31, 3.20, 1.47], [-3.67, 2.13, 0.71], [-2.42, 1.65, 1.30], [-1.25, 2.64, 1.37], [-0.73, 3.01, 0.10], [-1.39, 4.09, -0.53], [-4.97, 4.72, -2.44], [-4.74, 3.08, -1.84], [-6.36, 3.84, -1.77], [-6.18, 3.06, 0.37], [-5.99, 4.52, 1.34], [-4.70, 2.78, 2.41], [-3.61, 4.00, 1.72], [-3.48, 2.47, -0.23], [-2.09, 0.80, 0.69], [-2.62, 1.27, 2.30], [-0.44, 2.12, 1.88], [-1.48, 3.52, 1.97], [-1.79, 4.81, 0.20], [-2.19, 3.73, -1.18], [-0.66, 4.61, -1.15]], "nbo_charge": [-0.61, -0.69, 0.72, -0.69, -0.61, -0.19, -0.68, 2.44, -0.86, -0.88, -0.66, 0.06, -0.46, -0.43, -0.39, -0.05, 0.22, 0.21, 0.22, 0.24, 0.23, 0.23, 0.22, 0.21, 0.21, 0.23, 0.22, 0.21, 0.25, 0.23, 0.23, 0.21, 0.22, 0.21, -0.25, -0.56, -0.07, -0.24, -0.63, -0.25, -0.09, -0.55, -0.24, 0.19, 0.16, 0.17, 0.18, 0.18, 0.19, 0.17, 0.35, 0.20, 0.20, 0.20, 0.16, 0.17, 0.16, 0.19]}

---

Record 3
{"formula": "C2H13NO6", "method": "wB97M-V/def2-TZVPD", "smiles": "CNC(=O)O.O.O.O.O", "homo_energy_ev": -10.45, "gap_ev": 10.80, "total_charge": 0, "symbols": ["C", "N", "C", "O", "O", "H", "H", "H", "H", "H", "O", "H", "H", "O", "H", "H", "O", "H", "H", "O", "H", "H"], "xyz": [[2.17, 0.40, -1.82], [1.18, 0.27, -0.77], [0.66, -0.91, -0.39], [-0.27, -1.05, 0.39], [1.26, -2.03, -0.87], [1.83, -0.03, -2.77], [2.41, 1.45, -1.93], [3.09, -0.15, -1.56], [0.68, 1.12, -0.52], [2.00, -1.83, -1.45], [-0.76, -3.99, -0.22], [0.06, -3.56, -0.57], [-1.20, -3.29, 0.24], [-2.16, 0.46, 1.64], [-2.63, -0.14, 2.25], [-1.50, -0.07, 1.15], [0.05, 2.97, -0.42], [0.37, 3.87, -0.55], [-0.57, 2.99, 0.35], [-1.47, 3.04, 1.86], [-0.98, 3.01, 2.69], [-1.83, 2.14, 1.73]], "nbo_charge": [-0.43, -0.64, 0.91, -0.69, -0.70, 0.20, 0.24, 0.19, 0.46, 0.49, -0.96, 0.48, 0.47, -1.00, 0.49, 0.52, -1.01, 0.48, 0.51, -0.99, 0.48, 0.51]}

---

Record 4
{"formula": "C39H40Br4ClN7O3SV", "method": "wB97M-V/def2-TZVPD", "homo_energy_ev": [-13.93, -13.93], "gap_ev": [2.95, 2.92], "total_charge": 3, "symbols": ["V", "C", "C", "C", "C", "C", "C", "Br", "C", "C", "Br", "C", "O", "C", "N", "H", "H", "H", "H", "H", "H", "Br", "C", "C", "C", "Br", "C", "C", "C", "C", "N", "C", "C", "O", "H", "H", "H", "H", "C", "C", "C", "C", "C", "O", "C", "C", "C", "C", "C", "C", "Cl", "C", "C", "C", "N", "C", "N", "C", "N", "H", "H", "H", "H", "H", "H", "H", "H", "H", "H", "H", "H", "H", "H", "H", "H", "H", "H", "H", "H", "H", "H", "C", "N", "C", "C", "N", "C", "S", "H", "H", "H", "H", "H", "H", "H", "H"], "xyz": [[-0.08, 0.09, -0.22], [-3.51, 1.28, 0.70], [-2.43, 1.66, 1.65], [-2.75, 2.31, 2.87], [-1.76, 2.73, 3.72], [-0.41, 2.51, 3.38], [0.74, 2.90, 4.13], [0.52, 3.84, 5.76], [2.01, 2.60, 3.69], [2.20, 1.89, 2.50], [3.94, 1.45, 1.89], [1.12, 1.47, 1.74], [1.16, 0.77, 0.64], [-0.19, 1.81, 2.17], [-1.17, 1.40, 1.34], [-4.28, 0.71, 1.21], [-3.10, 0.71, -0.13], [-3.99, 2.18, 0.30], [-3.78, 2.48, 3.11], [-2.00, 3.24, 4.64], [2.86, 2.92, 4.26], [-3.39, -2.06, -2.88], [-2.75, -2.66, -1.22], [-3.14, -3.89, -0.67], [-2.68, -4.30, 0.56], [-3.27, -5.95, 1.27], [-1.75, -3.50, 1.30], [-1.18, -3.80, 2.56], [-0.25, -2.94, 3.09], [0.14, -1.79, 2.39], [-0.39, -1.47, 1.22], [-1.32, -2.30, 0.70], [-1.85, -1.85, -0.54], [-1.38, -0.70, -0.91], [-3.82, -4.52, -1.22], [-1.47, -4.69, 3.09], [0.21, -3.15, 4.04], [0.90, -1.13, 2.78], [-3.07, 3.09, -7.35], [-2.20, 4.10, -6.61], [-1.42, 4.93, -7.65], [-3.11, 5.06, -5.82], [-1.21, 3.39, -5.61], [-0.44, 4.32, -4.90], [-0.26, 2.42, -6.38], [1.04, 2.09, -5.62], [1.85, 3.30, -5.27], [2.29, 3.51, -3.96], [3.01, 4.63, -3.62], [3.31, 5.59, -4.60], [4.11, 7.03, -4.17], [2.96, 5.35, -5.93], [2.24, 4.22, -6.26], [-2.04, 2.60, -4.55], [-1.32, 2.37, -3.33], [-0.86, 1.23, -2.83], [-0.29, 1.48, -1.65], [-0.42, 2.82, -1.50], [-1.05, 3.37, -2.50], [-3.76, 3.63, -7.99], [-3.67, 2.49, -6.67], [-2.49, 2.43, -7.98], [-2.13, 5.49, -8.25], [-0.88, 4.29, -8.35], [-0.73, 5.64, -7.20], [-3.53, 5.80, -6.49], [-2.58, 5.59, -5.03], [-3.96, 4.53, -5.38], [-0.40, 5.16, -5.38], [0.01, 2.88, -7.32], [-0.79, 1.49, -6.60], [1.63, 1.47, -6.30], [0.83, 1.50, -4.73], [2.05, 2.77, -3.20], [3.34, 4.80, -2.60], [3.25, 6.05, -6.69], [1.99, 4.05, -7.29], [-2.37, 1.64, -4.95], [-2.90, 3.21, -4.28], [-0.97, 0.25, -3.27], [-0.04, 3.38, -0.66], [3.50, -2.37, -3.49], [3.65, -1.13, -2.78], [4.81, -0.28, -2.97], [4.58, 0.87, -1.97], [3.20, 0.62, -1.53], [2.78, -0.57, -1.95], [1.28, -1.29, -1.56], [3.44, -2.19, -4.56], [2.59, -2.86, -3.15], [4.35, -3.02, -3.30], [4.85, 0.07, -4.00], [5.73, -0.84, -2.77], [4.65, 1.85, -2.44], [5.27, 0.82, -1.12], [2.85, 1.05, -0.68]], "mulliken_charge": [-0.02, -1.14, 0.78, -1.17, -0.85, 0.46, -0.05, -0.08, -0.26, -0.06, -0.05, -0.33, -0.18, 0.69, 0.79, 0.47, -0.20, 0.38, 0.57, 0.42, 0.53, -0.06, -0.14, -0.28, -0.06, -0.08, 0.47, -0.71, -1.23, -0.01, 0.53, 0.67, -0.43, 0.09, 0.50, 0.42, 0.47, 0.54, -1.93, 1.25, -1.62, -1.65, 2.00, -0.57, -1.67, -0.88, 0.31, 0.59, -1.37, 0.11, -0.19, -0.88, -0.15, -1.96, 1.06, -0.72, 1.66, -1.05, -0.90, 0.52, 0.35, 0.35, 0.56, 0.39, 0.36, 0.51, 0.30, 0.43, 0.61, 0.39, 0.61, 0.63, -0.10, 0.43, 0.50, 0.49, 0.48, 0.29, 0.33, 0.52, 0.64, -0.85, 0.02, -0.68, -0.50, 0.77, 0.68, -0.68, 0.35, 0.31, 0.33, 0.37, 0.43, 0.26, 0.31, -0.49]}

---

| no. | F_max (eV/Å) |
| --- | --- |
| 1 | 1.1 |
| 2 | 3.5 |
| 3 | 1.3 |
| 4 | 3.8 |